Below is a gas-phase ion, C26H48BBr2ClNO5 (charge -1) in a non-equilibrium geometry, with properties calculated with ωB97M-V/def2-TZVPD.

The geometry in XYZ format:
```
84
C26H48BBr2ClNO5, DFT ωB97M-V/def2-TZVPD
C -4.70 -2.96 0.43
C -4.32 -3.66 1.75
C -2.77 -3.58 1.95
C -2.36 -3.36 3.42
C -2.67 -1.96 4.02
C -2.92 -0.84 2.99
C -1.60 -0.45 2.33
C -1.78 0.69 1.28
C -1.42 0.23 -0.16
C -0.13 0.87 -0.76
C -0.67 1.82 -1.89
C -1.48 3.01 -1.35
C -1.51 4.18 -2.36
N -0.38 5.10 -2.17
O 0.60 1.76 0.03
B 1.89 1.25 0.57
C 1.64 1.19 2.19
C 2.71 0.56 3.10
C 3.92 1.50 3.40
Cl 3.28 -1.08 2.59
C 3.28 2.05 0.15
Br 4.90 0.97 0.02
C 3.39 3.33 -0.07
C 2.20 4.25 0.05
Br 5.08 4.18 -0.56
O 1.97 -0.04 -0.18
C 1.03 -0.12 -1.19
C 0.63 -1.58 -1.50
C -0.48 -1.71 -2.53
O 0.02 -2.08 -3.87
C -0.45 -3.27 -4.29
O -1.44 -3.38 -4.87
C 1.81 0.33 -2.49
O 3.11 -0.21 -2.50
C 3.35 -1.16 -3.53
C 4.29 -2.25 -2.92
H -4.76 -1.88 0.53
H -3.91 -3.16 -0.31
H -5.66 -3.30 0.04
H -4.83 -3.17 2.58
H -4.56 -4.73 1.71
H -2.37 -2.83 1.26
H -2.35 -4.55 1.65
H -1.31 -3.65 3.55
H -2.93 -4.11 4.00
H -3.45 -2.02 4.79
H -1.76 -1.65 4.57
H -3.71 -1.09 2.27
H -3.28 0.04 3.55
H -0.94 -0.12 3.14
H -1.07 -1.30 1.89
H -1.28 1.61 1.58
H -2.86 0.90 1.29
H -2.27 0.51 -0.78
H -1.41 -0.86 -0.14
H 0.13 2.21 -2.53
H -1.33 1.24 -2.57
H -1.10 3.41 -0.41
H -2.52 2.69 -1.26
H -1.57 3.82 -3.39
H -2.44 4.75 -2.19
H -0.37 5.35 -1.19
H -0.56 5.98 -2.66
H 1.56 2.24 2.52
H 0.69 0.72 2.45
H 2.24 0.40 4.08
H 4.08 1.61 4.47
H 4.81 0.99 3.02
H 3.82 2.45 2.87
H 2.45 5.30 -0.11
H 1.72 4.09 1.02
H 1.49 3.97 -0.73
H 1.48 -2.21 -1.76
H 0.23 -2.00 -0.56
H -1.20 -2.49 -2.25
H -1.05 -0.79 -2.68
H 0.16 -4.18 -4.10
H 1.24 0.15 -3.41
H 1.92 1.42 -2.41
H 2.45 -1.66 -3.89
H 3.87 -0.63 -4.34
H 3.81 -3.23 -2.95
H 5.29 -2.23 -3.37
H 4.42 -2.00 -1.86
```

Summary:
- HOMO energy (eV) = -5.175
- M (g/mol) = 660.7
- calculated total energy (Eh) = -7083.5662
- gap between HOMO and LUMO (eV) = 7.746
- total charge = -1

Löwdin population analysis, charges in e, atoms 1 to 2: number 1, C, carries -0.1146; number 2, C, carries -0.2453

Below is a molecular structure, C26H48Br2N4P3Pd in a non-equilibrium geometry, with properties calculated with ωB97M-V/def2-TZVPD.

The geometry in XYZ format:
```
84
C26H48Br2N4P3Pd, DFT ωB97M-V/def2-TZVPD
Pd 0.81 0.70 -1.10
C 5.23 0.66 -1.27
P 3.37 0.51 -1.49
C 3.30 -1.29 -1.90
C 3.31 1.26 -3.20
C 4.19 0.85 -4.20
C 4.19 1.45 -5.45
C 3.31 2.49 -5.72
C 2.41 2.89 -4.74
C 2.38 2.27 -3.49
P 1.08 2.67 -2.23
C 1.77 4.26 -1.60
C -0.26 3.36 -3.31
H 5.83 0.21 -2.07
H 5.47 0.16 -0.32
H 5.48 1.71 -1.17
H 4.29 -1.69 -2.16
H 2.62 -1.44 -2.74
H 2.90 -1.81 -1.03
H 4.88 0.03 -4.01
H 4.88 1.11 -6.22
H 3.32 2.98 -6.69
H 1.71 3.68 -4.97
H 2.08 4.90 -2.43
H 2.63 4.05 -0.96
H 1.01 4.77 -1.00
H 0.01 4.31 -3.79
H -1.14 3.51 -2.69
H -0.51 2.61 -4.07
Br -0.04 -0.54 -3.55
C -0.54 -1.97 -2.34
Br -0.13 -3.73 -3.05
H -1.62 -1.92 -2.23
H -0.02 -1.82 -1.40
N 0.77 -0.95 0.35
P -0.47 -0.73 1.20
N -1.63 0.57 1.17
C -1.05 1.88 1.53
C -2.17 2.87 1.82
C -3.07 3.03 0.60
C -3.58 1.66 0.15
C -2.41 0.71 -0.07
N -1.65 -1.99 1.00
C -2.95 -2.01 1.63
C -3.94 -2.82 0.77
C -3.20 -3.81 -0.13
C -2.02 -4.42 0.62
C -1.03 -3.32 1.07
N -0.17 -0.70 2.88
C 1.19 -0.89 3.36
C 1.26 -1.97 4.43
C 0.29 -1.65 5.57
C -1.12 -1.43 5.03
C -1.10 -0.36 3.93
H -0.42 2.25 0.72
H -0.41 1.75 2.41
H -1.74 3.84 2.11
H -2.76 2.50 2.67
H -2.48 3.47 -0.22
H -3.90 3.70 0.81
H -4.16 1.75 -0.78
H -4.25 1.25 0.92
H -1.77 1.09 -0.88
H -2.77 -0.28 -0.37
H -3.31 -0.99 1.77
H -2.88 -2.47 2.63
H -4.55 -2.14 0.15
H -4.63 -3.36 1.42
H -2.82 -3.30 -1.02
H -3.89 -4.59 -0.48
H -1.51 -5.14 -0.02
H -2.40 -4.97 1.49
H -0.15 -3.31 0.44
H -0.70 -3.53 2.09
H 1.58 0.05 3.79
H 1.81 -1.14 2.50
H 2.28 -2.05 4.82
H 0.99 -2.93 3.99
H 0.62 -0.74 6.08
H 0.29 -2.45 6.32
H -1.81 -1.13 5.83
H -1.49 -2.37 4.59
H -0.81 0.60 4.40
H -2.09 -0.22 3.50
```

Summary:
- HOMO energy (eV) = -2.544
- M (g/mol) = 775.8
- calculated total energy (Eh) = -7538.5913
- gap between HOMO and LUMO (eV) = 5.276
- total charge = -1

Löwdin population analysis, charges in e, atoms 1 to 2: number 1, Pd, carries 0.0375; number 2, C, carries -0.3216

Below is a molecular structure, C26H48Cl3GaN5O3PSi in a non-equilibrium geometry, with properties calculated with ωB97M-V/def2-TZVPD.

The geometry in XYZ format:
```
88
C26H48Cl3GaN5O3PSi, DFT ωB97M-V/def2-TZVPD
C 2.88 3.74 4.29
C 1.59 3.35 3.59
H 2.68 4.07 5.32
H 3.37 4.61 3.83
H 3.57 2.89 4.33
C 0.45 4.08 3.87
C 0.37 5.43 4.48
H -0.50 3.57 3.84
H 0.75 6.25 3.85
H 0.85 5.54 5.48
H -0.70 5.67 4.58
Ga 0.81 -0.13 -1.82
Cl 0.92 -1.74 -0.34
Cl 1.93 -0.24 -3.64
H 0.74 -4.30 -5.65
H 3.44 -5.24 -3.98
C 1.40 -3.46 -5.37
C 3.36 -4.14 -3.97
N 1.98 -3.70 -4.06
H 0.81 -2.54 -5.36
C 1.17 -3.69 -2.98
O -0.02 -3.27 -3.05
H 3.81 -3.77 -3.04
H 1.63 -4.06 -2.05
H 2.22 -3.39 -6.09
H 3.91 -3.75 -4.84
H 0.41 3.82 -1.35
H -1.67 3.84 0.47
C -0.46 3.65 -2.01
C -2.29 3.43 -0.33
N -1.46 2.79 -1.34
H -0.12 3.20 -2.95
C -1.37 1.45 -1.32
O -0.84 0.77 -2.29
H -2.99 2.70 0.07
H -1.73 0.94 -0.42
H -0.95 4.61 -2.20
H -2.84 4.25 -0.81
O 1.92 2.74 2.13
C 1.47 1.88 3.10
C -0.95 1.97 2.41
C 0.14 1.25 2.93
H -0.76 2.97 2.02
C -2.24 1.46 2.59
H 2.25 1.22 3.51
C -0.04 -0.06 3.39
H -3.11 2.09 2.36
C -2.42 0.18 3.11
C -1.32 -0.60 3.47
H 0.85 -0.62 3.66
H -3.43 -0.21 3.24
H -1.43 -1.63 3.83
Si 3.78 1.57 -0.35
Cl 1.24 1.43 -0.34
C 4.04 2.30 -2.07
C 4.19 -0.26 -0.61
C 4.49 2.50 1.05
H 3.11 2.66 -2.53
H 4.50 1.56 -2.74
H 4.74 3.14 -1.98
H 4.14 3.54 1.02
H 5.58 2.48 0.95
H 4.22 2.03 2.01
H 3.80 -0.91 0.18
H 5.29 -0.35 -0.62
H 3.86 -0.65 -1.59
C -4.86 -3.05 -1.34
N -3.52 -2.86 -1.94
C -2.73 -4.09 -1.77
N -2.61 -4.50 -0.36
C -3.96 -4.65 0.23
N -4.77 -3.42 0.09
C -4.25 -2.32 0.90
P -2.50 -1.83 0.41
C -2.85 -1.68 -1.42
C -1.80 -3.57 0.42
H -5.37 -3.86 -1.88
H -5.43 -2.11 -1.43
H -1.73 -3.93 -2.20
H -3.25 -4.90 -2.31
H -3.85 -4.89 1.30
H -4.47 -5.47 -0.30
H -4.89 -1.44 0.79
H -4.24 -2.61 1.96
H -1.91 -1.50 -1.96
H -3.50 -0.80 -1.57
H -1.76 -3.90 1.47
H -0.78 -3.52 0.03
```

Summary:
- HOMO energy (eV) = -4.306
- M (g/mol) = 713.8
- calculated total energy (Eh) = -5455.1648
- gap between HOMO and LUMO (eV) = 3.825
- relative energy (zero: lowest compared OMol25 entry of this formula, charge and spin) (kcal per mole) = 144.04

Löwdin population analysis, charges in e, atoms 1 to 2: number 1, C, carries -0.0358; number 2, C, carries -0.3833

Which of these has the lowest gap between HOMO and LUMO? C26H48Cl3GaN5O3PSi

The highest gap between HOMO and LUMO belongs to which entry? C26H48BBr2ClNO5

Repeat the second record exactly.
Below is a molecular structure, C26H48Br2N4P3Pd in a non-equilibrium geometry, with properties calculated with ωB97M-V/def2-TZVPD.

The geometry in XYZ format:
```
84
C26H48Br2N4P3Pd, DFT ωB97M-V/def2-TZVPD
Pd 0.81 0.70 -1.10
C 5.23 0.66 -1.27
P 3.37 0.51 -1.49
C 3.30 -1.29 -1.90
C 3.31 1.26 -3.20
C 4.19 0.85 -4.20
C 4.19 1.45 -5.45
C 3.31 2.49 -5.72
C 2.41 2.89 -4.74
C 2.38 2.27 -3.49
P 1.08 2.67 -2.23
C 1.77 4.26 -1.60
C -0.26 3.36 -3.31
H 5.83 0.21 -2.07
H 5.47 0.16 -0.32
H 5.48 1.71 -1.17
H 4.29 -1.69 -2.16
H 2.62 -1.44 -2.74
H 2.90 -1.81 -1.03
H 4.88 0.03 -4.01
H 4.88 1.11 -6.22
H 3.32 2.98 -6.69
H 1.71 3.68 -4.97
H 2.08 4.90 -2.43
H 2.63 4.05 -0.96
H 1.01 4.77 -1.00
H 0.01 4.31 -3.79
H -1.14 3.51 -2.69
H -0.51 2.61 -4.07
Br -0.04 -0.54 -3.55
C -0.54 -1.97 -2.34
Br -0.13 -3.73 -3.05
H -1.62 -1.92 -2.23
H -0.02 -1.82 -1.40
N 0.77 -0.95 0.35
P -0.47 -0.73 1.20
N -1.63 0.57 1.17
C -1.05 1.88 1.53
C -2.17 2.87 1.82
C -3.07 3.03 0.60
C -3.58 1.66 0.15
C -2.41 0.71 -0.07
N -1.65 -1.99 1.00
C -2.95 -2.01 1.63
C -3.94 -2.82 0.77
C -3.20 -3.81 -0.13
C -2.02 -4.42 0.62
C -1.03 -3.32 1.07
N -0.17 -0.70 2.88
C 1.19 -0.89 3.36
C 1.26 -1.97 4.43
C 0.29 -1.65 5.57
C -1.12 -1.43 5.03
C -1.10 -0.36 3.93
H -0.42 2.25 0.72
H -0.41 1.75 2.41
H -1.74 3.84 2.11
H -2.76 2.50 2.67
H -2.48 3.47 -0.22
H -3.90 3.70 0.81
H -4.16 1.75 -0.78
H -4.25 1.25 0.92
H -1.77 1.09 -0.88
H -2.77 -0.28 -0.37
H -3.31 -0.99 1.77
H -2.88 -2.47 2.63
H -4.55 -2.14 0.15
H -4.63 -3.36 1.42
H -2.82 -3.30 -1.02
H -3.89 -4.59 -0.48
H -1.51 -5.14 -0.02
H -2.40 -4.97 1.49
H -0.15 -3.31 0.44
H -0.70 -3.53 2.09
H 1.58 0.05 3.79
H 1.81 -1.14 2.50
H 2.28 -2.05 4.82
H 0.99 -2.93 3.99
H 0.62 -0.74 6.08
H 0.29 -2.45 6.32
H -1.81 -1.13 5.83
H -1.49 -2.37 4.59
H -0.81 0.60 4.40
H -2.09 -0.22 3.50
```

Summary:
- HOMO energy (eV) = -2.544
- M (g/mol) = 775.8
- calculated total energy (Eh) = -7538.5913
- gap between HOMO and LUMO (eV) = 5.276
- total charge = -1

Löwdin population analysis, charges in e, atoms 1 to 2: number 1, Pd, carries 0.0375; number 2, C, carries -0.3216